(1)
{"formula": "C20H24BiIN4O", "method": "ωB97M-V/def2-TZVPD", "symbols": ["C", "I", "H", "H", "H", "C", "C", "N", "C", "N", "H", "H", "C", "C", "N", "H", "N", "H", "Bi", "C", "O", "C", "C", "H", "H", "H", "C", "H", "H", "H", "C", "H", "H", "H", "C", "H", "H", "H", "C", "C", "C", "C", "C", "C", "C", "C", "H", "H", "H", "H", "H"], "xyz": [[-2.006584, 0.176294, -4.530289], [-1.020453, 0.936417, -6.070852], [-2.901796, -0.371353, -4.691211], [-1.327003, -0.433409, -3.956269], [-2.169426, 0.908763, -3.762113], [0.478325, 4.022795, 0.742742], [-0.692363, 4.303676, 0.131606], [-1.037627, 3.148946, -0.565549], [-0.093950, 2.194344, -0.433432], [0.823094, 2.734181, 0.394441], [1.101581, 4.644412, 1.386886], [-1.306382, 5.168572, 0.120552], [2.319681, -3.666236, -2.590408], [0.798966, -2.145238, -1.856271], [2.109371, -2.361322, -2.120073], [0.806533, -5.248675, -2.900653], [0.182375, -3.324793, -2.133401], [3.286203, -4.015346, -2.864247], [-0.109717, -0.034447, -1.245571], [-2.371231, -0.566889, -1.121385], [-3.400651, -0.718267, -1.750522], [1.105034, -4.259840, -2.606029], [-1.236865, -3.613540, -1.987070], [-1.353459, -4.704530, -2.010331], [-1.823908, -3.191536, -2.818135], [-1.626471, -3.227260, -1.036615], [3.176142, -1.396191, -1.918301], [4.098563, -1.801098, -2.350047], [3.340147, -1.195496, -0.845987], [2.931767, -0.441215, -2.409316], [1.991573, 2.043299, 0.944722], [2.743348, 2.795295, 1.212483], [2.406650, 1.358071, 0.194427], [1.720545, 1.458650, 1.836657], [-2.290103, 3.017951, -1.328020], [-2.090528, 2.829605, -2.392458], [-2.824566, 3.962547, -1.221039], [-2.911641, 2.206523, -0.929897], [-0.364335, -0.574562, 0.798623], [-0.326857, -0.519238, 2.066698], [-0.189974, -0.313588, 3.508767], [-1.158853, 0.417008, 4.255606], [-1.012483, 0.669664, 5.607872], [0.107380, 0.216068, 6.307839], [1.104707, -0.522776, 5.603644], [0.933844, -0.774492, 4.242531], [-2.041300, 0.781777, 3.719214], [-1.785311, 1.240918, 6.156685], [0.234390, 0.411782, 7.360524], [1.974922, -0.876952, 6.140378], [1.698699, -1.349264, 3.712603]], "forces_ev_per_angstrom": [[-0.1, -0.9, 3.0], [1.1, 1.0, -2.3], [-0.7, -0.2, -0.5], [0.3, -0.7, -0.2], [-0.6, 0.7, 0.0], [0.2, 0.6, 0.3], [0.3, -0.9, -0.1], [-0.2, 0.7, -0.2], [-1.1, 0.8, 0.8], [0.3, 0.1, 0.1], [-0.3, -0.3, -0.3], [-0.2, 0.5, 0.1], [-0.8, 0.8, 0.4], [-0.2, -2.1, 0.1], [-0.4, -0.8, -0.4], [0.1, -0.1, 0.0], [1.2, -0.3, -0.4], [0.4, -0.2, -0.1], [3.7, 1.8, -1.9], [-6.9, -1.6, 0.7], [3.5, 0.8, 0.2], [-0.1, 0.3, 0.2], [-0.3, 0.0, -0.1], [0.0, 0.3, 0.1], [0.3, 0.0, 0.3], [0.2, 0.0, -0.2], [0.3, 0.5, 0.1], [-0.2, 0.0, 0.0], [-0.2, -0.1, -0.4], [0.0, -0.4, 0.3], [0.0, -0.1, 0.1], [-0.2, -0.1, -0.1], [-0.3, 0.2, 0.1], [-0.1, 0.2, -0.3], [0.4, -0.1, 0.1], [0.0, 0.1, 0.3], [0.0, -0.1, -0.1], [0.3, 0.1, 0.0], [0.3, -0.6, 3.3], [0.5, 0.6, -0.5], [-0.4, -0.2, -2.4], [-0.9, 0.5, 0.3], [-0.6, 0.2, -0.4], [0.9, -0.4, 0.2], [-1.1, 0.3, -1.0], [1.2, -0.4, 0.9], [0.3, -0.1, 0.2], [0.4, -0.3, -0.5], [0.0, 0.1, 0.2], [0.1, -0.1, -0.1], [-0.2, 0.1, 0.1]], "orbital_gap_ev": [2.734, 0.231], "fmax_ev_per_a": 7.2, "homo_energy_ev": [1.3205, 1.9315], "energy_ev": -43066.72561, "total_charge": -2, "e_lumo_ha": [0.1490, 0.0795]}


(2)
{"formula": "C20H24Br2N4O4", "method": "ωB97M-V/def2-TZVPD", "symbols": ["C", "C", "O", "C", "C", "C", "C", "N", "C", "O", "C", "C", "C", "O", "C", "N", "C", "C", "Br", "C", "C", "Br", "C", "N", "C", "O", "N", "C", "C", "C", "H", "H", "H", "H", "H", "H", "H", "H", "H", "H", "H", "H", "H", "H", "H", "H", "H", "H", "H", "H", "H", "H", "H", "H"], "xyz": [[-1.748850, -1.455950, -5.591836], [-0.498761, -2.206299, -4.817015], [0.592649, -1.306322, -4.409501], [0.345367, -0.853335, -3.024803], [0.763359, -1.724484, -1.668370], [1.538081, -3.147369, -1.918816], [1.154018, -4.344582, -0.866683], [-0.093620, -4.871017, -0.640005], [0.366758, -1.064314, -0.221220], [0.677888, -1.800519, 1.048989], [2.123968, -1.695519, 1.340711], [2.247274, -1.049882, 2.856407], [1.441830, -2.028835, 3.936357], [3.675535, -1.112529, 3.226097], [-0.385814, 0.415046, -0.076655], [-0.698342, 0.876711, 1.318401], [-1.389661, 2.209997, 1.355543], [-1.820196, 2.788582, 2.854588], [-3.063534, 1.364299, 3.619325], [-0.546885, 2.904992, 3.896792], [-0.977598, 4.020048, 5.060952], [-0.305847, 1.134584, 4.860541], [-1.702129, 3.059218, 0.003238], [-2.395197, 4.424052, 0.195954], [-1.353766, 5.323162, -0.043368], [-0.433010, 6.315873, -0.189736], [-1.411134, 2.658468, -1.416051], [-0.766581, 1.301230, -1.386458], [-0.399543, 0.627342, -2.871405], [-0.774978, 1.524885, -4.231873], [-2.554659, -2.245764, -5.980237], [-1.404643, -0.876417, -6.576689], [-2.343791, -0.696461, -4.923311], [-0.028850, -2.952334, -5.620759], [-0.956762, -2.852753, -3.953835], [1.269518, -3.521772, -3.008908], [2.720090, -2.980824, -1.915864], [2.061584, -4.838083, -0.270483], [0.051213, -5.643895, 0.077316], [2.634423, -1.038360, 0.505668], [2.562816, -2.783443, 1.402010], [1.819261, 0.041574, 2.923256], [1.968093, -1.881239, 4.991462], [0.289521, -1.752343, 4.003626], [1.591252, -3.165344, 3.626358], [3.845100, -0.370408, 3.886375], [-2.406191, 3.817173, 2.778190], [0.465658, 3.216928, 3.390705], [-0.585291, 3.705670, 6.136833], [-2.159148, 4.004906, 5.111624], [-0.580972, 5.113184, 4.795808], [-0.465818, 0.995742, -5.228693], [-1.875742, 1.926672, -4.204957], [-0.077942, 2.490060, -4.145598]], "forces_ev_per_angstrom": [[-0.5, 0.2, -0.6], [-1.4, -1.2, -1.9], [-1.8, -0.1, 3.6], [-1.6, 3.4, 2.4], [-1.8, 3.1, 0.8], [-0.4, 0.0, 0.1], [-2.3, -1.7, 1.1], [5.4, 1.6, -0.4], [0.1, -0.2, -2.4], [0.5, 2.3, -3.6], [0.5, 0.4, 1.0], [-0.6, -1.1, 0.4], [0.3, 0.3, -0.2], [-1.1, 1.7, 0.5], [-0.2, 0.3, 0.2], [-1.8, 4.0, -4.7], [1.2, -1.7, -2.1], [0.9, -0.5, -1.2], [-0.2, 1.5, -1.1], [-0.7, 1.4, 0.7], [-0.2, -0.3, 0.1], [1.1, 1.4, -0.5], [1.1, -2.3, -1.1], [7.5, 2.9, -1.7], [1.6, 3.4, 0.2], [-7.8, -8.5, 1.2], [1.1, -3.3, 6.8], [0.8, -1.5, -1.2], [0.9, -2.1, 0.9], [1.4, 0.6, 1.2], [1.9, 1.4, 1.0], [-0.5, -1.3, 2.3], [1.4, -1.5, -1.1], [-0.9, 1.6, 1.9], [1.1, 1.4, -1.3], [0.4, 0.9, 2.3], [-2.7, -0.3, 0.2], [-1.7, 1.3, -1.4], [-0.2, 1.2, -1.1], [-0.8, -1.4, 1.9], [-0.7, 2.1, -0.3], [0.8, -2.1, -0.3], [-1.2, -0.2, -2.2], [2.5, -0.7, -0.2], [-0.4, 2.4, 0.6], [-0.4, -1.5, -1.3], [1.3, -2.4, 0.1], [-2.1, -0.9, 0.8], [-0.7, 0.7, -2.5], [2.4, 0.2, 0.0], [-0.9, -2.5, 0.5], [-0.8, 0.8, 2.2], [2.1, -1.1, -0.1], [-1.5, -2.0, -0.2]], "orbital_gap_ev": 6.646, "fmax_ev_per_a": 11.6, "homo_energy_ev": -8.2628, "energy_ev": -175344.61088, "total_charge": 0, "e_lumo_ha": -0.0594}